Record 1
DFT (ωB97M-V with the def2-TZVPD basis set) results for a 15-piece molecular cluster, C48H137N11O15 overall at a distorted geometry.

- HOMO-LUMO gap: 9.5 eV
- LUMO: 0.016 Eh
- HOMO: -9.03 eV
- Net charge: 0

Each line ends with the Mulliken charge.
Atoms and positions in Å:
C (-2.094, -5.345, 3.392)  -1.22
C (-1.335, -4.547, 4.439)  2.20
C (-2.106, -4.445, 5.724)  -0.87
O (-1.557, -3.488, 6.603)  -0.48
C (-1.761, -2.115, 6.223)  -0.37
N (-0.037, -5.143, 4.622)  -0.73
H (-1.584, -5.313, 2.433)  0.08
H (-3.043, -4.862, 3.233)  0.16
H (-2.190, -6.366, 3.773)  0.38
H (-1.306, -3.518, 4.093)  -1.10
H (-2.137, -5.384, 6.265)  0.40
H (-3.156, -4.176, 5.493)  0.27
H (-1.089, -1.825, 5.369)  0.08
H (-1.410, -1.486, 7.037)  0.37
H (-2.828, -1.934, 6.080)  0.18
H (0.421, -4.774, 5.465)  0.36
H (0.574, -4.902, 3.862)  0.19
C (2.949, -2.700, 2.330)  0.13
C (4.046, -3.486, 3.037)  0.40
C (5.455, -2.888, 2.806)  -0.96
O (5.832, -2.988, 1.458)  -0.14
C (7.176, -2.599, 1.226)  -0.83
N (3.741, -3.625, 4.481)  -0.57
H (1.978, -3.045, 2.695)  -0.16
H (3.006, -2.672, 1.229)  -0.11
H (2.971, -1.664, 2.713)  -0.28
H (4.137, -4.501, 2.638)  0.27
H (6.212, -3.457, 3.420)  0.35
H (5.495, -1.842, 3.138)  0.35
H (7.488, -1.813, 1.891)  0.40
H (7.179, -2.379, 0.157)  0.18
H (7.883, -3.408, 1.436)  0.28
H (4.535, -4.070, 4.946)  0.29
H (3.529, -2.706, 4.849)  0.22
C (-5.545, 2.233, -5.436)  -1.65
C (-4.484, 2.941, -4.641)  0.46
C (-3.384, 2.033, -4.122)  0.09
O (-3.924, 1.098, -3.193)  -0.67
C (-2.976, 0.176, -2.662)  0.53
N (-3.899, 4.031, -5.480)  -0.64
H (-5.120, 1.747, -6.293)  0.38
H (-6.264, 2.958, -5.831)  0.45
H (-6.121, 1.571, -4.812)  0.30
H (-4.917, 3.512, -3.776)  0.14
H (-2.614, 2.677, -3.701)  -0.23
H (-2.924, 1.526, -4.943)  0.61
H (-2.540, -0.491, -3.407)  0.64
H (-3.532, -0.478, -2.003)  -0.37
H (-2.243, 0.727, -2.097)  -0.57
H (-3.504, 3.598, -6.292)  0.29
H (-3.169, 4.516, -4.940)  0.10
C (4.834, -3.959, -4.059)  -1.18
C (5.399, -3.648, -2.679)  -0.03
C (4.850, -2.318, -2.252)  -0.18
O (3.522, -2.508, -1.967)  0.61
C (2.888, -1.331, -1.602)  -1.69
N (5.080, -4.822, -1.782)  -0.73
H (4.924, -3.042, -4.658)  0.35
H (3.764, -4.250, -3.959)  0.07
H (5.391, -4.723, -4.623)  0.36
H (6.480, -3.635, -2.727)  0.49
H (5.049, -1.559, -3.020)  0.27
H (5.433, -2.035, -1.349)  -0.25
H (3.384, -0.730, -0.825)  0.56
H (1.906, -1.687, -1.199)  -0.01
H (2.735, -0.621, -2.426)  0.62
H (5.535, -4.669, -0.897)  0.31
H (4.098, -4.847, -1.515)  0.25
C (0.734, -6.413, -1.710)  -0.31
C (-0.384, -7.351, -2.203)  0.09
C (-1.338, -7.717, -1.076)  -0.86
O (-1.895, -6.565, -0.482)  0.00
C (-2.861, -6.800, 0.532)  -0.61
N (-1.041, -6.749, -3.377)  -0.65
H (1.262, -6.797, -0.799)  0.37
H (0.228, -5.521, -1.358)  -0.70
H (1.470, -6.114, -2.448)  0.34
H (0.104, -8.215, -2.651)  0.54
H (-0.878, -8.387, -0.356)  0.47
H (-2.145, -8.250, -1.602)  0.32
H (-3.144, -5.819, 0.968)  -0.17
H (-2.434, -7.490, 1.250)  0.41
H (-3.755, -7.249, 0.114)  0.38
H (-1.704, -7.409, -3.771)  0.30
H (-1.608, -6.027, -2.957)  0.20
C (0.640, 4.703, -3.422)  -0.67
C (0.133, 5.065, -4.823)  0.84
C (-0.996, 6.140, -4.841)  -0.99
O (-2.018, 5.880, -3.893)  -0.03
C (-3.129, 6.730, -3.849)  -0.97
N (1.332, 5.480, -5.618)  -0.70
H (1.030, 5.546, -2.866)  0.56
H (1.411, 3.949, -3.597)  0.15
H (-0.170, 4.311, -2.798)  -0.13
H (-0.184, 4.145, -5.306)  -0.28
H (-1.416, 6.198, -5.890)  0.32
H (-0.443, 7.085, -4.583)  0.34
H (-3.814, 6.571, -4.692)  0.39
H (-2.852, 7.778, -3.882)  0.35
H (-3.648, 6.522, -2.905)  0.22
H (0.957, 5.789, -6.549)  0.28
H (1.825, 6.237, -5.120)  0.32
C (-3.014, 3.534, -1.040)  -0.54
C (-3.508, 2.677, 0.120)  2.64
C (-3.653, 3.446, 1.399)  -1.58
O (-2.376, 3.841, 1.799)  0.17
C (-2.253, 4.918, 2.668)  -0.65
N (-4.717, 1.854, -0.180)  -0.65
H (-2.228, 3.067, -1.623)  -0.58
H (-2.664, 4.555, -0.860)  0.50
H (-3.846, 3.641, -1.753)  0.13
H (-2.709, 1.960, 0.275)  -1.43
H (-4.081, 2.740, 2.119)  0.28
H (-4.360, 4.304, 1.236)  0.43
H (-2.773, 4.823, 3.611)  0.35
H (-2.625, 5.818, 2.160)  0.36
H (-1.233, 5.002, 2.977)  -0.10
H (-5.567, 2.355, 0.078)  0.33
H (-4.832, 1.747, -1.179)  0.18
C (0.041, 7.449, 4.998)  -1.56
C (1.406, 7.176, 4.453)  0.56
C (1.469, 6.186, 3.322)  -0.52
O (1.168, 4.920, 3.865)  -0.44
C (1.104, 3.851, 2.949)  -0.37
N (1.884, 8.522, 3.982)  -0.72
H (0.170, 8.063, 5.900)  0.47
H (-0.477, 6.545, 5.270)  0.28
H (-0.468, 7.970, 4.191)  0.38
H (2.034, 6.790, 5.253)  0.27
H (2.488, 6.178, 2.854)  0.30
H (0.706, 6.501, 2.618)  0.18
H (0.445, 3.166, 3.497)  -0.12
H (2.067, 3.330, 2.746)  0.32
H (0.713, 4.181, 1.950)  0.32
H (1.760, 9.156, 4.761)  0.27
H (2.877, 8.432, 3.766)  0.24
C (6.411, 1.974, -2.641)  -1.37
C (4.985, 2.459, -2.951)  0.77
C (4.233, 2.920, -1.740)  -0.25
O (4.152, 1.954, -0.760)  -0.22
C (3.437, 2.329, 0.451)  -0.86
N (5.121, 3.616, -3.945)  -0.75
H (6.759, 2.575, -1.792)  0.35
H (6.984, 1.855, -3.576)  0.41
H (6.441, 0.975, -2.201)  0.20
H (4.407, 1.734, -3.548)  0.13
H (3.200, 3.192, -2.008)  -0.12
H (4.684, 3.889, -1.398)  0.23
H (3.715, 3.293, 0.907)  0.55
H (3.644, 1.602, 1.273)  0.28
H (2.369, 2.375, 0.209)  0.20
H (5.439, 3.177, -4.814)  0.27
H (5.903, 4.239, -3.727)  0.27
C (-5.780, -2.966, 2.805)  -1.83
C (-4.453, -2.273, 2.734)  1.82
C (-3.952, -1.985, 1.341)  0.43
O (-3.907, -3.173, 0.541)  -0.36
C (-3.497, -2.892, -0.816)  -0.27
N (-4.524, -0.955, 3.471)  -0.57
H (-6.124, -3.103, 3.830)  0.49
H (-5.774, -3.932, 2.307)  0.29
H (-6.561, -2.462, 2.218)  0.42
H (-3.711, -2.861, 3.266)  -1.36
H (-2.921, -1.611, 1.433)  -0.52
H (-4.636, -1.208, 0.931)  0.35
H (-4.273, -2.263, -1.285)  0.39
H (-3.410, -3.843, -1.330)  0.25
H (-2.508, -2.408, -0.870)  -0.30
H (-4.717, -1.163, 4.481)  0.29
H (-5.343, -0.496, 3.089)  0.25
C (0.126, 0.875, -1.113)  -0.59
C (-0.567, 0.420, 0.121)  2.92
C (-0.126, -0.943, 0.746)  -0.18
O (-0.501, -2.021, -0.107)  1.65
C (-0.332, -3.273, 0.508)  -0.25
N (-0.304, 1.369, 1.206)  0.65
H (1.209, 0.639, -1.040)  -1.21
H (0.035, 1.946, -1.230)  1.10
H (-0.269, 0.397, -2.005)  -0.95
H (-1.666, 0.397, -0.092)  -0.66
H (-0.684, -1.128, 1.745)  -0.29
H (0.984, -0.977, 0.930)  0.04
H (-0.866, -4.043, -0.074)  -0.51
H (-0.821, -3.360, 1.506)  -0.28
H (0.727, -3.506, 0.548)  0.18
H (-0.568, 2.273, 0.846)  -0.03
H (-0.917, 1.126, 1.977)  -0.42
C (1.523, 0.110, 4.104)  0.73
O (2.259, -0.845, 4.942)  -0.47
H (0.473, -0.146, 4.041)  -0.49
H (1.831, 1.090, 4.439)  0.39
H (1.902, -0.031, 3.089)  -0.39
H (2.047, -0.801, 5.873)  0.26
C (0.512, -3.011, -3.590)  -0.34
O (-0.141, -1.890, -2.917)  -0.18
H (1.550, -3.147, -3.281)  -0.11
H (-0.111, -3.887, -3.488)  0.18
H (0.632, -2.727, -4.657)  0.32
H (0.069, -2.075, -1.999)  -0.26
C (0.562, 1.171, -4.941)  0.06
O (-0.372, -0.003, -5.009)  -0.53
H (0.991, 1.297, -3.956)  -0.03
H (1.346, 0.930, -5.667)  0.46
H (0.063, 2.076, -5.277)  -0.11
H (-0.194, -0.405, -4.155)  0.16
C (-2.102, 0.971, 4.791)  -0.88
O (-2.271, 0.676, 3.432)  0.09
H (-2.835, 0.564, 5.488)  0.34
H (-1.117, 0.708, 5.164)  0.25
H (-2.148, 2.059, 4.899)  0.22
H (-3.029, 0.083, 3.310)  0.05

=====

Record 2
DFT (ωB97M-V with the def2-TZVPD basis set) results for C48H30Cl4F6N4PPbS2 as an isolated structure at a distorted geometry.

- HOMO-LUMO gap (spin up / spin down): 5.3 / 4.8 eV
- Multiplicity: 2
- LUMO (spin up / spin down): 0.121 / 0.091 Eh
- ⟨S²⟩: 0.936
- HOMO (spin up / spin down): -2.00 / -2.32 eV
- Net charge: -2

Each line ends with the Mulliken spin population.
Atoms and positions in Å:
Pb (0.479, -0.602, -0.173)  0.02
Cl (-2.527, -0.919, -9.102)  0.00
C (-2.307, -0.581, -7.407)  0.00
C (-3.258, 0.119, -6.651)  0.00
C (-3.092, 0.258, -5.286)  0.01
C (-1.893, -0.245, -4.726)  -0.01
C (-0.916, -0.833, -5.510)  0.02
C (-1.121, -1.041, -6.880)  0.00
C (-1.490, -0.019, -3.284)  0.05
C (-0.454, 0.895, -3.114)  0.08
C (0.106, 1.755, -4.090)  -0.05
C (1.139, 2.446, -3.622)  0.04
C (1.178, 1.998, -2.145)  -0.12
C (2.251, 2.369, -1.304)  0.17
C (3.312, 3.374, -1.799)  0.02
C (4.232, 2.996, -2.813)  0.02
C (5.277, 3.883, -3.165)  -0.01
C (5.410, 5.100, -2.559)  0.01
Cl (6.673, 6.025, -3.100)  0.00
C (4.465, 5.526, -1.703)  -0.01
C (3.498, 4.624, -1.221)  0.02
C (2.228, 2.188, 0.116)  -0.10
N (1.269, 1.521, 0.770)  0.08
C (1.772, 1.391, 2.045)  0.08
C (0.963, 1.018, 3.101)  0.02
C (1.568, 0.978, 4.600)  -0.01
C (1.690, -0.229, 5.233)  0.00
C (2.513, -0.329, 6.402)  0.00
C (2.930, 0.837, 7.031)  0.00
Cl (3.797, 0.936, 8.582)  0.00
C (2.719, 2.063, 6.370)  0.00
C (2.012, 2.138, 5.217)  0.00
C (-0.379, 0.631, 3.014)  0.06
C (-1.461, 0.570, 3.965)  0.04
C (-2.479, -0.126, 3.445)  0.03
C (-2.052, -0.531, 2.101)  0.10
N (-0.803, -0.112, 1.852)  0.01
C (-2.690, -1.627, 1.274)  -0.02
C (-2.897, -1.126, -0.175)  0.20
C (-3.986, -1.638, -1.133)  -0.05
C (-3.504, -1.307, -2.409)  0.10
C (-2.208, -0.613, -2.218)  -0.02
N (-1.890, -0.594, -0.898)  -0.01
C (-4.116, -1.847, 1.674)  0.01
C (-4.516, -3.076, 2.091)  -0.01
C (-5.884, -3.383, 2.348)  0.00
C (-6.682, -2.286, 2.469)  0.00
Cl (-8.337, -2.371, 3.054)  0.00
C (-6.317, -0.994, 2.128)  0.02
C (-5.055, -0.737, 1.672)  0.02
C (3.147, 1.962, 2.200)  -0.11
C (3.385, 2.486, 0.937)  0.10
N (0.247, 1.074, -1.931)  0.12
H (-4.155, 0.366, -7.200)  0.00
H (-3.746, 0.816, -4.675)  0.00
H (0.030, -1.228, -5.139)  -0.01
H (-0.307, -1.477, -7.451)  0.00
H (-0.181, 1.807, -5.112)  0.00
H (1.877, 2.856, -4.261)  0.01
H (4.173, 2.003, -3.197)  0.02
H (6.043, 3.541, -3.840)  0.00
H (4.555, 6.540, -1.280)  0.00
H (2.823, 4.992, -0.398)  0.00
H (1.300, -1.157, 4.783)  0.00
H (2.729, -1.338, 6.878)  0.00
H (3.154, 2.998, 6.771)  0.00
H (1.894, 3.104, 4.733)  0.00
H (-1.542, 1.103, 4.921)  0.00
H (-3.406, -0.540, 3.864)  0.00
H (-4.877, -2.071, -0.743)  -0.01
H (-4.215, -1.408, -3.188)  0.00
H (-3.842, -3.977, 2.089)  0.00
H (-6.175, -4.398, 2.470)  0.00
H (-7.095, -0.203, 2.178)  0.00
H (-4.715, 0.273, 1.447)  0.00
H (3.641, 1.968, 3.195)  -0.01
H (4.289, 2.984, 0.583)  0.01
C (-1.741, -3.862, 3.890)  0.00
C (-0.756, -3.440, 2.811)  0.00
S (-1.450, -3.122, 1.248)  0.05
C (0.603, -3.377, 3.042)  0.01
C (1.136, -4.091, 4.249)  0.00
S (1.837, -2.478, 2.199)  0.01
H (-1.602, -3.388, 4.893)  0.00
H (-1.694, -4.928, 4.042)  0.00
H (-2.793, -3.718, 3.580)  0.00
H (0.766, -5.119, 4.429)  0.00
H (1.078, -3.528, 5.265)  0.00
H (2.227, -4.211, 4.058)  0.00
F (4.619, -1.929, -4.832)  0.00
P (3.486, -0.903, -5.210)  0.00
F (2.344, -1.994, -4.820)  0.00
F (3.553, -0.420, -3.634)  0.00
F (4.566, 0.197, -5.684)  0.00
F (2.345, 0.223, -5.450)  0.00
F (3.280, -1.467, -6.773)  0.00

=====

Record 3
DFT (ωB97M-V with the def2-TZVPD basis set) results for C48H33N11O2PPbS2Se as an isolated structure at a distorted geometry.

- HOMO-LUMO gap: 4.6 eV
- LUMO: 0.019 Eh
- HOMO: -4.06 eV
- Net charge: -1

Each line ends with the Mulliken charge.
Atoms and positions in Å:
Pb (-0.494, -0.472, 0.507)  1.45
C (-4.451, 0.404, 5.015)  -0.54
C (-5.256, 0.701, 3.925)  -0.62
C (-4.755, 0.611, 2.644)  -0.73
C (-3.432, 0.207, 2.424)  -0.34
C (-2.632, -0.096, 3.529)  0.79
C (-3.138, 0.008, 4.809)  -1.01
N (-2.855, 0.166, 1.165)  1.42
N (-3.631, 0.411, 0.187)  -0.97
C (-3.089, 0.558, -1.058)  0.70
C (-4.023, 0.895, -2.056)  -0.44
C (-3.594, 1.210, -3.323)  -0.66
C (-2.232, 1.188, -3.608)  -0.93
C (-1.322, 0.805, -2.634)  -0.29
C (-1.698, 0.475, -1.332)  -0.21
H (-4.846, 0.504, 6.014)  0.41
H (-6.279, 1.015, 4.077)  0.40
H (-5.367, 0.855, 1.790)  0.46
H (-1.604, -0.375, 3.361)  0.17
H (-2.511, -0.222, 5.659)  0.45
H (-5.074, 0.904, -1.803)  0.48
H (-4.304, 1.490, -4.089)  0.34
H (-1.890, 1.467, -4.598)  0.46
H (-0.270, 0.796, -2.891)  0.34
O (0.508, 5.781, 5.675)  -0.64
N (0.367, 5.618, 4.465)  1.00
O (0.140, 6.549, 3.698)  -0.64
C (0.476, 4.290, 3.965)  -0.48
C (1.085, 3.373, 4.787)  -0.45
C (1.197, 2.019, 4.429)  1.17
C (1.847, 1.072, 5.245)  -0.96
C (1.844, -0.247, 4.873)  -1.18
C (1.170, -0.604, 3.701)  -0.50
N (0.590, 0.268, 2.912)  0.40
C (0.614, 1.562, 3.225)  -0.21
C (0.043, 2.520, 2.315)  -1.30
N (-0.400, 2.076, 1.135)  1.02
C (-0.909, 2.926, 0.275)  -0.54
C (-1.060, 4.281, 0.547)  -1.48
C (-0.622, 4.769, 1.755)  -0.53
C (-0.027, 3.893, 2.678)  1.46
H (1.488, 3.698, 5.735)  0.57
H (2.341, 1.408, 6.144)  0.46
H (2.338, -1.000, 5.464)  0.47
H (1.100, -1.637, 3.387)  0.51
H (-1.233, 2.505, -0.666)  0.28
H (-1.518, 4.931, -0.184)  0.50
H (-0.732, 5.816, 1.984)  0.58
S (2.251, 0.154, 0.227)  0.23
C (3.132, -1.339, 0.149)  0.54
S (2.756, -2.539, -1.008)  -0.28
C (4.192, -1.544, 1.026)  0.50
C (4.963, -2.711, 1.006)  -0.29
N (5.610, -3.665, 1.022)  -0.69
C (4.544, -0.616, 2.008)  -0.20
N (4.878, 0.112, 2.836)  -0.73
Se (-1.798, -7.898, -2.849)  0.20
N (-1.013, -6.406, -3.381)  -0.91
C (-1.081, -5.517, -2.399)  1.20
C (-0.516, -4.214, -2.436)  0.27
C (0.257, -3.749, -3.525)  -1.14
C (0.878, -2.541, -3.435)  -1.22
C (0.743, -1.797, -2.240)  -0.58
N (-0.149, -2.138, -1.307)  0.69
C (-0.706, -3.343, -1.344)  -0.44
C (-1.478, -3.772, -0.191)  -0.42
N (-1.674, -2.904, 0.803)  0.53
C (-2.274, -3.299, 1.906)  -0.11
C (-2.712, -4.606, 2.110)  -1.17
C (-2.548, -5.518, 1.089)  -0.61
C (-1.939, -5.104, -0.097)  0.33
C (-1.763, -5.979, -1.221)  1.02
N (-2.209, -7.217, -1.271)  -0.91
H (0.335, -4.373, -4.401)  0.52
H (1.501, -2.159, -4.228)  0.50
H (1.129, -0.790, -2.175)  0.19
H (-2.409, -2.541, 2.666)  0.35
H (-3.168, -4.888, 3.048)  0.47
H (-2.866, -6.547, 1.173)  0.52
C (2.164, 2.496, -4.032)  -1.58
P (2.343, 1.501, -2.460)  1.66
C (3.731, 0.442, -3.046)  -1.52
C (3.216, 2.734, -1.429)  0.14
C (4.497, 2.558, -0.922)  -0.12
C (5.044, 3.499, -0.066)  -0.63
C (4.322, 4.621, 0.300)  -0.58
C (3.032, 4.788, -0.176)  -0.61
C (2.486, 3.847, -1.025)  -0.68
H (3.108, 2.923, -4.368)  0.42
H (1.449, 3.300, -3.876)  0.36
H (1.770, 1.831, -4.802)  0.44
H (4.550, 1.046, -3.436)  0.51
H (3.344, -0.208, -3.830)  0.32
H (4.083, -0.193, -2.237)  0.22
H (5.071, 1.681, -1.178)  0.26
H (6.041, 3.354, 0.327)  0.38
H (4.753, 5.354, 0.969)  0.39
H (2.454, 5.648, 0.133)  0.42
H (1.472, 3.967, -1.380)  0.22